Model w:
# C5H15NSi

The molecule C5H15NSi (ωB97M-V/def2-TZVPD, the Open Molecules 2025 dataset).

Computed properties:
Total charge ... 0
LUMO ... 0.91 eV
SMILES ... CN(C)[Si](C)(C)C
HOMO ... -8.5 eV
Orbital gap ... 9.396 eV

Atoms and positions in Å:
Si1 0.21163 0.43241 -0.30131
N1 -0.79249 -1.02013 0.13284
C1 0.41412 0.13459 -2.16204
C2 -0.72772 2.05718 0.01231
C3 1.89452 0.71540 0.49875
C4 -1.65575 -0.64745 1.18829
C5 0.07835 -2.16146 0.38440
H1 1.79838 1.22715 1.47400
H2 -1.05222 -0.26923 1.97962
H3 -1.09982 2.06933 1.06451
H4 0.75040 0.96128 -2.71097
H5 2.62086 -0.01546 0.48572
H6 0.02112 2.82037 -0.12528
H7 -2.23936 -1.50949 1.47220
H8 1.04966 -0.74252 -2.27585
H9 0.45514 -2.22291 1.36411
H10 -1.57170 2.23465 -0.69004
H11 -2.46708 0.09803 0.88851
H12 2.44551 1.44227 -0.12292
H13 0.97440 -2.20903 -0.23320
H14 -0.59204 -3.06243 0.27386
H15 -0.51592 -0.33255 -2.59750

Model x:
# C5H15NSi

A cluster of 2 separate species, C5H15NSi in total (ωB97M-V/def2-TZVPD, the Open Molecules 2025 dataset).

Computed properties:
Total charge ... 0
LUMO ... 0.95 eV
HOMO ... -7.1 eV
Orbital gap ... 8.018 eV

Atoms and positions in Å:
Si1 -1.04578 -0.84487 -0.20944
N1 -2.46146 0.16572 -0.42366
C1 -0.84072 -1.65868 1.47366
C2 1.35703 0.44389 -0.13021
C3 2.14159 0.41905 1.16140
C4 2.05880 -0.08887 -1.34744
C5 -2.31180 1.38961 -1.26822
H1 3.06083 0.49854 -1.48575
H2 -2.96737 0.35973 0.47298
H3 2.85510 -0.31403 0.93523
H4 1.46303 0.06269 1.94208
H5 -0.43510 -2.64727 1.47602
H6 -0.96672 -1.72135 -1.25461
H7 0.85244 1.44458 -0.40354
H8 1.43398 -0.08166 -2.29342
H9 -1.45111 1.26191 -2.03515
H10 -3.29465 1.52384 -1.65957
H11 -1.77989 -1.73786 2.06953
H12 -1.85290 2.11972 -0.58892
H13 -0.31727 -1.02361 2.21272
H14 2.49391 -1.15946 -1.21872
H15 2.47890 1.45584 1.39701

Model y:
# C5H15NSi

A cluster of 2 separate species, C5H15NSi in total (ωB97M-V/def2-TZVPD, the Open Molecules 2025 dataset).

Computed properties:
Total charge ... 0
LUMO ... -0.47 eV
HOMO ... -8.2 eV
Orbital gap ... 7.692 eV

Atoms and positions in Å:
Si1 1.11922 -2.14270 -0.10913
N1 -0.21779 0.83592 1.13042
C1 -0.22343 1.40929 2.43910
C2 -0.68526 1.83620 0.17560
C3 0.16705 -1.74321 -1.85130
C4 -1.33705 -1.79345 -1.61541
C5 2.13553 -0.37451 0.01430
H1 2.39014 -0.11585 1.05620
H2 3.08959 -0.49757 -0.58858
H3 -0.48615 1.40005 -0.83396
H4 -0.61062 -0.10866 1.12243
H5 -0.01847 2.71709 0.50783
H6 -1.75634 -1.12168 -0.80501
H7 -1.68756 -2.78516 -1.42407
H8 0.35190 -2.64148 -2.53980
H9 -1.34979 1.57991 2.75096
H10 -1.93257 -1.38659 -2.54025
H11 -1.88741 2.00197 0.24010
H12 1.61055 0.53532 -0.30987
H13 0.43755 0.80788 3.09381
H14 0.32007 2.38899 2.43049
H15 0.57084 -0.80178 -2.34385

According to the calculations, the structures order from most to least stable as model w, model x, model y.

Model w:
# C19H18N4O2S

The molecule C19H18N4O2S (ωB97M-V/def2-TZVPD, the Open Molecules 2025 dataset).

Computed properties:
Total charge ... 0
LUMO ... 0.26 eV
SMILES ... O=C(CSc1n[nH]c(-c2ccccc2O)n1)N1CCCc2ccccc21
HOMO ... -8.4 eV
Orbital gap ... 8.639 eV

Atoms and positions in Å:
S1 -1.60302 0.99567 -0.77717
O1 -2.92447 0.42254 3.97088
O2 -0.23772 0.88229 -4.19446
N1 0.61138 -0.56373 -2.66734
N2 -1.38829 1.00144 1.90876
N3 0.45456 1.69290 0.85345
N4 0.64134 1.72707 2.18822
C1 -0.78371 1.25254 0.72801
C2 0.01005 0.59835 -3.04006
C3 -0.33181 1.60179 -1.94703
C4 2.98094 -1.96012 -2.34605
C5 2.00859 -1.97382 -1.16914
C6 2.14560 -2.20611 -3.56484
C7 1.04473 -0.79777 -1.29433
C8 0.05647 -1.80926 -4.69930
C9 0.92718 -1.52914 -3.65357
C10 -2.07128 0.67518 6.13943
C11 0.35985 1.54822 5.14297
C12 0.17111 1.45214 6.50358
C13 0.41580 -2.72823 -5.66860
C14 1.63323 -3.38251 -5.59816
C15 -0.47615 1.30970 2.82292
C16 -1.05090 1.01377 6.99989
C17 -0.66155 1.21020 4.25043
C18 2.48511 -3.13104 -4.53686
C19 -1.90075 0.76480 4.75579
H1 1.51849 2.04898 2.56140
H2 -0.75353 2.47612 -2.44374
H3 1.45847 -2.91709 -1.18041
H4 3.42798 -3.65367 -4.46026
H5 -1.20222 0.93806 8.06589
H6 -0.89317 -1.30476 -4.75929
H7 1.91332 -4.09608 -6.35838
H8 3.47817 -0.98770 -2.40468
H9 2.53206 -1.89713 -0.21519
H10 -3.02570 0.33352 6.50694
H11 -0.26411 -2.93553 -6.48094
H12 3.74491 -2.73043 -2.23751
H13 -2.67010 0.53605 3.02625
H14 1.54309 0.10317 -0.92224
H15 1.31174 1.88953 4.76299
H16 0.52815 1.89277 -1.34743
H17 0.96909 1.71683 7.17963
H18 0.16576 -0.98340 -0.66668

Model x:
# C19H18N4O2S

The molecule C19H18N4O2S (ωB97M-V/def2-TZVPD, the Open Molecules 2025 dataset).

Computed properties:
Total charge ... 0
LUMO ... 0.38 eV
SMILES ... CCOc1cccc(-c2nnc3sc(COc4ccc(C)cc4)nn23)c1
HOMO ... -8.2 eV
Orbital gap ... 8.624 eV

Atoms and positions in Å:
S1 1.98802 1.64934 0.43406
O1 2.74075 -1.53376 0.08081
O2 -4.63446 -1.61615 0.54836
N1 -0.04393 3.53477 -0.20154
N2 -1.36788 3.36303 -0.28643
N3 -0.15651 0.19532 0.57371
N4 -0.53801 1.43014 0.24811
C1 -6.27901 -2.59201 -0.97913
C2 -5.37876 1.88527 -0.34162
C3 4.76830 -1.31576 -1.05584
C4 -4.10308 2.40576 -0.33044
C5 7.96814 0.59643 -0.42444
C6 5.79908 0.40045 0.83663
C7 -5.60980 0.54584 -0.06323
C8 -1.69248 2.11651 -0.02392
C9 1.11342 0.13221 0.71233
C10 6.58242 0.05368 -0.25121
C11 -3.24840 0.22532 0.25286
C12 1.81338 -1.14344 1.05876
C13 4.51336 -0.09450 0.99201
C14 6.04446 -0.81678 -1.19551
C15 0.45750 2.37675 0.11788
C16 -5.87987 -2.27877 0.46008
C17 -4.54230 -0.29524 0.23715
C18 3.98714 -0.95746 0.04238
C19 -3.02803 1.56643 -0.02938
H1 6.63621 -1.10291 -2.05274
H2 -5.50762 -3.19479 -1.45163
H3 -6.21789 2.52464 -0.57210
H4 8.25281 1.21552 0.42218
H5 2.27892 -1.06187 2.05032
H6 8.02719 1.19936 -1.32994
H7 -3.90882 3.44269 -0.54813
H8 4.34766 -1.99033 -1.78458
H9 -6.40174 -1.67907 -1.55684
H10 -5.72849 -3.21018 1.01305
H11 1.06018 -1.93633 1.08720
H12 3.94566 0.20923 1.85861
H13 6.18991 1.07439 1.58511
H14 8.68624 -0.21679 -0.51974
H15 -2.43180 -0.43836 0.48857
H16 -6.62370 0.17853 -0.08087
H17 -6.66360 -1.70259 0.96720
H18 -7.21458 -3.14450 -0.98807

Model y:
# C19H18N4O2S

The molecule C19H18N4O2S (ωB97M-V/def2-TZVPD, the Open Molecules 2025 dataset).

Computed properties:
Total charge ... 0
LUMO ... 0.38 eV
SMILES ... CCOc1ccccc1OCc1nn2c(-c3ccc(C)cc3)nnc2s1
HOMO ... -8.2 eV
Orbital gap ... 8.565 eV

Atoms and positions in Å:
S1 -3.45692 -2.37866 0.85817
O1 -3.69330 1.25601 0.77034
O2 -2.47771 0.23242 -1.37852
N1 -1.17633 -3.84147 -0.02218
N2 -0.98220 -1.81486 0.82515
N3 -1.52661 -0.72289 1.35581
N4 0.11047 -3.47230 -0.04755
C1 2.65993 0.53527 0.99734
C2 0.25392 -2.26205 0.44788
C3 1.47979 -0.18307 0.97721
C4 -2.06945 -0.16705 -2.67500
C5 1.47710 -1.49938 0.51964
C6 -0.02169 2.80082 -0.39715
C7 -1.82490 1.24324 -0.74801
C8 -0.60558 1.78638 -1.13661
C9 -1.85544 2.76661 1.13394
C10 -1.83744 -2.84371 0.49400
C11 -3.65662 0.31270 1.82263
C12 -0.63815 3.29339 0.73689
C13 3.85341 -0.03306 0.57053
C14 -2.45583 1.75943 0.40013
C15 3.84047 -1.35060 0.11741
C16 -0.96620 -1.22162 -2.66758
C17 5.13549 0.74003 0.60198
C18 -2.79856 -0.84229 1.43131
C19 2.67128 -2.07944 0.08812
H1 4.76244 -1.80344 -0.21785
H2 -4.68900 -0.00294 1.98040
H3 -0.09169 1.41513 -2.00879
H4 -2.36011 3.14244 2.01136
H5 5.79450 0.33991 1.37244
H6 -0.67980 -1.45016 -3.69045
H7 0.56242 0.28003 1.30730
H8 -1.31788 -2.13850 -2.20161
H9 -3.25502 0.76662 2.74047
H10 4.95385 1.78996 0.81696
H11 5.65466 0.65966 -0.35151
H12 2.65055 -3.09739 -0.26704
H13 -0.08687 -0.87570 -2.12798
H14 -2.97266 -0.58702 -3.12792
H15 0.92977 3.19953 -0.71536
H16 2.64902 1.55646 1.35047
H17 -0.17803 4.08197 1.31182
H18 -1.76509 0.70958 -3.25859

According to the calculations, the structures order from most to least stable as model w, model y, model x.